Record 1
17
Properties=species:S:1:pos:R:3:mulliken_charge:R:1 method="wB97M-V/def2-TZVPD" relative_energy_kcal_mol=93.1 e_tot_ha=-272.56966 smiles="C=C1[C@H]2C[C@@H]12.C=C" fmax_ev_per_a=0.3 lumo_ev=1.1 total_charge=0 homo_energy_ha=-0.31253 homo_lumo_gap_ev=9.64
C -0.64 2.02 0.09 -0.79
C -0.07 1.07 0.81 0.68
C -0.01 0.46 2.12 -0.59
C 0.32 -0.94 1.72 -0.34
C 1.05 0.18 1.05 -0.38
H -0.27 2.33 -0.88 0.31
H -1.53 2.52 0.47 0.23
H 0.10 0.93 3.09 0.25
H -0.41 -1.52 1.14 0.16
H 0.88 -1.52 2.45 0.26
H 2.12 0.38 1.08 0.23
C 0.00 -0.37 -2.19 -0.38
C -0.51 -1.60 -2.19 -0.53
H -0.63 0.50 -2.32 0.16
H 1.06 -0.19 -2.04 0.24
H -1.57 -1.77 -2.33 0.24
H 0.11 -2.48 -2.05 0.25



Record 2
12
Properties=species:S:1:pos:R:3:mulliken_charge:R:1 method="wB97M-V/def2-TZVPD" relative_energy_kcal_mol=104.6 e_tot_ha=-679.61851 fmax_ev_per_a=4.3 lumo_ev=-0.7 total_charge=0 homo_energy_ha=-0.29426 homo_lumo_gap_ev=7.27
C 0.42 -1.51 -0.46 0.19
C 1.87 0.18 0.44 0.01
C -0.77 -1.17 0.03 -0.01
N 1.65 -1.00 -0.14 -0.58
N 1.07 1.18 0.42 -0.58
N -2.45 0.62 -0.45 -0.49
S -1.97 -0.49 0.80 0.04
H 0.62 -2.43 -1.18 0.30
H 2.86 0.31 0.80 0.39
H 1.47 2.01 0.84 0.20
H -1.74 0.97 -1.08 0.30
H -3.01 1.33 -0.02 0.24



Record 3
13
Properties=species:S:1:pos:R:3:mulliken_charge:R:1 method="wB97M-V/def2-TZVPD" relative_energy_kcal_mol=41.9 e_tot_ha=-286.56480 smiles=c1cc[nH]c1.O fmax_ev_per_a=3.4 lumo_ev=0.6 total_charge=0 homo_energy_ha=-0.30139 homo_lumo_gap_ev=8.78
C -0.89 -1.44 -1.38 -0.32
C -0.38 -0.16 -1.89 -0.50
C 0.06 0.51 -0.69 -0.24
N 0.14 -0.42 0.35 -0.04
C -0.61 -1.55 -0.04 -0.40
H -1.00 -2.30 -2.07 0.31
H -0.76 0.20 -2.89 0.30
H 0.35 1.56 -0.57 0.35
H 0.39 -0.21 1.35 0.27
H -0.36 -2.40 0.61 0.29
O 0.92 1.76 2.59 -0.68
H 1.82 1.97 2.22 0.34
H 0.30 2.51 2.39 0.33



Record 4
97
Properties=species:S:1:pos:R:3:mulliken_charge:R:1 method="wB97M-V/def2-TZVPD" relative_energy_kcal_mol=0.0 e_tot_ha=-5002.59819 fmax_ev_per_a=0.2 lumo_ev=-5.8 total_charge=+2 homo_energy_ha=-0.47667 homo_lumo_gap_ev=7.15
Sc 0.56 1.73 0.09 -0.10
C 0.04 -2.14 -1.61 -1.50
C 0.16 -0.91 -2.54 -1.08
P -0.74 0.63 -2.13 1.27
C -2.49 0.38 -2.56 0.99
C -3.33 1.49 -2.58 -0.46
C -4.65 1.36 -2.98 -0.76
C -5.13 0.13 -3.38 -0.76
C -4.29 -0.98 -3.39 -0.43
C -2.97 -0.85 -2.98 -0.78
C -0.26 1.84 -3.40 0.98
C -0.23 3.18 -3.03 -0.34
C 0.08 4.16 -3.96 -0.86
C 0.36 3.80 -5.27 -0.84
C 0.30 2.47 -5.65 -0.68
C -0.01 1.49 -4.72 -0.65
C 0.05 -1.88 -0.10 -0.51
P -1.62 -1.32 0.49 1.03
C -2.48 -2.92 0.60 0.48
C -3.46 -3.21 -0.35 -0.29
C -4.11 -4.44 -0.34 -0.68
C -3.80 -5.37 0.64 -0.57
C -2.83 -5.08 1.60 -0.74
C -2.18 -3.86 1.58 -0.61
C -1.35 -0.91 2.25 -0.16
C -0.18 -1.16 2.97 0.47
C -0.09 -0.82 4.32 -0.86
C -1.17 -0.22 4.96 -0.87
C -2.34 0.02 4.25 -0.76
C -2.43 -0.32 2.91 -0.79
H 0.88 -2.79 -1.86 0.55
H -0.85 -2.71 -1.86 0.35
H -0.12 -1.20 -3.56 0.69
H 1.21 -0.60 -2.61 0.38
H -2.96 2.48 -2.31 0.41
H -5.30 2.23 -2.99 0.50
H -6.16 0.02 -3.71 0.44
H -4.66 -1.94 -3.73 0.50
H -2.33 -1.72 -3.00 0.33
H -0.47 3.48 -2.01 0.44
H 0.10 5.20 -3.66 0.51
H 0.60 4.56 -6.00 0.45
H 0.51 2.19 -6.68 0.47
H -0.04 0.45 -5.04 0.34
H 0.82 -1.14 0.16 -0.10
H 0.33 -2.80 0.42 0.90
H -3.73 -2.46 -1.09 0.31
H -4.87 -4.65 -1.07 0.44
H -4.31 -6.33 0.65 0.40
H -2.60 -5.81 2.36 0.44
H -1.44 -3.65 2.34 0.29
H 0.65 -1.66 2.49 0.64
H 0.80 -1.05 4.89 0.49
H -1.10 0.03 6.01 0.47
H -3.20 0.45 4.75 0.53
H -3.36 -0.16 2.38 0.52
C 4.56 1.32 1.45 -1.15
P 3.06 0.82 2.26 1.22
C 3.31 -0.82 2.91 -1.03
C 2.72 1.94 3.60 -1.16
O 1.86 0.83 1.27 -0.45
H 5.35 1.43 2.20 0.51
H 4.41 2.27 0.94 0.20
H 4.86 0.58 0.70 0.37
H 4.26 -0.84 3.46 0.50
H 3.38 -1.53 2.08 0.35
H 2.51 -1.11 3.58 0.17
H 3.53 1.91 4.33 0.48
H 1.78 1.66 4.08 0.26
H 2.64 2.96 3.21 0.31
O 2.77 1.20 -3.50 -0.55
S 3.40 1.76 -2.35 0.81
O 4.36 0.98 -1.63 -0.67
N 2.22 2.26 -1.23 0.50
C 2.33 3.54 -0.95 1.55
S 1.31 4.17 0.27 -0.88
C 3.32 4.27 -1.74 -0.05
C 3.62 5.62 -1.73 -0.76
C 4.59 6.08 -2.62 -0.71
C 5.24 5.20 -3.48 -0.61
C 4.95 3.84 -3.49 -0.89
C 3.98 3.41 -2.61 0.42
H 3.10 6.29 -1.06 0.53
H 4.84 7.13 -2.64 0.46
H 5.99 5.59 -4.16 0.46
H 5.46 3.16 -4.16 0.55
Cl -5.23 1.99 0.76 -0.14
C -3.70 2.48 1.37 -0.70
C -3.59 3.27 2.50 -0.16
C -2.32 3.59 2.96 -1.22
C -1.22 3.13 2.27 -0.19
N -1.33 2.38 1.15 1.02
C -2.55 2.05 0.72 -0.48
H -4.48 3.62 3.02 0.51
H -2.18 4.19 3.85 0.50
H -0.22 3.37 2.60 0.54
H -2.63 1.41 -0.14 0.71



Record 5
17
Properties=species:S:1:pos:R:3:mulliken_charge:R:1 method="wB97M-V/def2-TZVPD" relative_energy_kcal_mol=0.0 e_tot_ha=-326.28181 smiles="OC1=[NH+]CCCC1" fmax_ev_per_a=2.5 lumo_ev=-3.9 total_charge=+1 homo_energy_ha=-0.58464 homo_lumo_gap_ev=11.98
O 1.48 -1.63 1.86 -0.47
C 1.01 -0.57 1.16 0.45
N 1.34 -0.42 -0.11 -0.05
C 0.83 0.58 -1.05 -0.56
C -0.33 1.39 -0.46 -0.56
C 0.09 1.79 0.99 -0.82
C 0.28 0.53 1.85 -0.43
H 1.42 -1.51 2.82 0.38
H 1.87 -1.18 -0.53 0.31
H 1.65 1.25 -1.34 0.33
H 0.52 0.05 -1.96 0.34
H -0.58 2.27 -1.10 0.33
H -1.23 0.74 -0.46 0.32
H 1.05 2.31 0.92 0.35
H -0.63 2.42 1.48 0.34
H 0.90 0.86 2.74 0.40
H -0.68 0.13 2.16 0.34



Record 6
14
Properties=species:S:1:pos:R:3:mulliken_charge:R:1 method="wB97M-V/def2-TZVPD" relative_energy_kcal_mol=9.0 e_tot_ha=-249.69939 smiles="NC=O.CC" fmax_ev_per_a=0.6 lumo_ev=0.9 total_charge=0 homo_energy_ha=-0.37169 homo_lumo_gap_ev=10.99
N -2.75 3.17 0.46 -0.34
C -3.35 2.14 -0.18 0.14
O -3.28 1.94 -1.37 -0.54
H -2.95 3.36 1.43 0.22
H -2.33 3.95 -0.03 0.23
H -3.91 1.47 0.50 0.28
C 2.90 -2.39 0.21 -0.80
C 1.75 -1.63 -0.43 -0.82
H 2.73 -2.49 1.29 0.26
H 3.85 -1.88 0.06 0.26
H 3.01 -3.40 -0.16 0.28
H 1.67 -0.64 0.03 0.25
H 1.87 -1.48 -1.50 0.28
H 0.79 -2.12 -0.31 0.28